Entry 1:
The following is a DFT calculation (the ωB97M-V functional and the def2-TZVPD basis) of a structure of composition C23H32NO4V in a non-equilibrium geometry.

The calculation puts the total energy at -59736.70864 eV. Its energy above the lowest of the compared OMol25 structures with the same formula, charge and spin is 38.77 kJ/mol. For the HOMO energy (spin up / spin down), the calculation gives -8.2 / -8.6 eV. Its max |F| is 0.057 Eh/bohr. The spin multiplicity is 3. As for the expectation value of S²: 2.032.

Each line ends with the natural charge from an NBO analysis.
Atoms and positions in Å:
O (0.06, -0.24, -3.99)  -0.553
C (0.08, 1.04, -4.69)  -0.058
C (0.01, 0.41, -6.07)  -0.464
H (1.02, 1.58, -4.49)  0.186
H (-0.79, 1.62, -4.39)  0.175
C (0.04, -0.92, -5.27)  0.274
H (0.89, 0.56, -6.70)  0.210
H (-0.92, 0.57, -6.60)  0.207
C (1.32, -1.68, -5.52)  -0.624
H (2.19, -1.04, -5.32)  0.220
H (1.35, -2.01, -6.56)  0.207
H (1.35, -2.57, -4.89)  0.211
C (-1.17, -1.78, -5.45)  -0.624
H (-2.09, -1.23, -5.21)  0.213
H (-1.09, -2.67, -4.82)  0.211
H (-1.22, -2.11, -6.49)  0.212
V (-0.48, -0.62, 2.71)  1.094
C (-2.47, -1.06, 3.65)  -0.320
C (-2.30, 0.34, 3.92)  -0.224
C (-2.15, 1.03, 2.68)  -0.260
H (-2.41, 0.80, 4.90)  0.255
C (-2.23, 0.07, 1.62)  -0.345
C (-2.46, -1.22, 2.21)  -0.334
H (-2.69, -2.13, 1.65)  0.249
H (-2.71, -1.83, 4.38)  0.252
H (-2.08, 2.10, 2.51)  0.251
H (-2.25, 0.29, 0.56)  0.244
C (0.91, -2.26, 3.80)  -0.301
C (-0.10, -2.79, 2.93)  -0.314
C (0.20, -2.36, 1.58)  -0.358
H (-0.88, -3.49, 3.22)  0.242
C (1.40, -1.54, 1.64)  -0.331
C (1.85, -1.53, 2.99)  -0.177
H (2.81, -1.14, 3.33)  0.239
H (1.00, -2.45, 4.87)  0.258
H (-0.31, -2.64, 0.67)  0.251
H (1.89, -1.09, 0.79)  0.267
O (1.30, 0.27, -1.87)  -0.533
C (0.00, -0.34, -1.57)  -0.068
C (-1.11, 0.70, -1.76)  -0.426
H (0.03, -0.61, -0.49)  0.153
H (-0.17, -1.26, -2.14)  0.207
C (-0.34, 2.03, -1.64)  -0.437
H (-1.89, 0.57, -1.01)  0.189
H (-1.58, 0.62, -2.75)  0.215
C (1.13, 1.62, -1.39)  -0.096
H (-0.75, 2.67, -0.85)  0.216
H (-0.37, 2.57, -2.60)  0.200
H (1.31, 1.64, -0.29)  0.206
H (1.84, 2.30, -1.89)  0.183
O (0.12, 0.10, 5.97)  -0.611
C (0.63, 0.89, 5.19)  0.689
C (1.48, 2.11, 5.53)  -0.513
C (1.91, 2.68, 4.19)  -0.497
C (1.24, 1.80, 3.15)  0.686
O (1.29, 1.92, 1.93)  -0.624
N (0.53, 0.80, 3.80)  -0.717
H (0.88, 2.81, 6.12)  0.235
H (2.34, 1.78, 6.13)  0.234
H (1.60, 3.72, 4.05)  0.233
H (3.00, 2.61, 4.05)  0.233

***

Entry 2:
The following is a DFT calculation (the ωB97M-V functional and the def2-TZVPD basis) of a cluster of 3 separate species, C21H43IN3O8P2 in total in a non-equilibrium geometry.

The calculation puts the total energy at -69988.87870 eV. Its charge is +1. For the HOMO energy, the calculation gives -10.8 eV. Its max |F| is 0.188 Eh/bohr.

Each line ends with the Löwdin charge.
Atoms and positions in Å:
C (5.91, -4.30, -7.31)  -0.176
C (6.01, -3.30, -8.55)  -0.734
I (7.57, -1.77, -8.23)  0.770
C (4.62, -2.68, -9.04)  -0.173
N (3.79, -2.08, -7.94)  -0.117
C (2.38, -2.10, -8.03)  0.078
C (1.33, -1.53, -7.06)  -0.070
C (-0.24, -1.56, -7.26)  -0.117
C (-0.65, -2.92, -8.03)  -0.217
N (-0.53, -4.03, -7.33)  0.088
C (2.02, -0.90, -5.79)  0.117
C (3.55, -1.03, -5.89)  -0.024
N (4.39, -1.56, -6.88)  0.093
H (6.93, -4.82, -7.24)  0.089
H (5.14, -5.13, -7.45)  0.087
H (5.68, -3.79, -6.31)  0.071
H (6.42, -3.92, -9.43)  0.095
H (4.83, -1.83, -9.78)  0.136
H (3.98, -3.43, -9.62)  0.145
H (1.96, -2.61, -8.97)  0.148
H (-0.58, -0.71, -7.97)  0.132
H (-0.84, -1.43, -6.29)  0.123
H (-0.99, -2.89, -9.12)  0.126
H (-0.80, -4.78, -8.01)  0.063
H (1.44, -0.43, -4.94)  0.130
H (4.12, -0.62, -4.98)  0.137
O (-2.12, -2.60, 0.17)  -0.208
P (-0.69, -2.13, 0.47)  0.749
O (-1.06, -0.53, 0.63)  -0.245
C (-1.78, -0.11, 1.78)  -0.289
C (-0.93, -0.18, 3.03)  -0.069
O (-0.22, -2.16, -1.12)  -0.269
C (-0.65, -3.23, -1.96)  -0.298
C (-1.74, -2.74, -2.90)  -0.075
O (0.93, -1.76, 0.89)  -0.255
C (1.85, -1.05, 0.07)  -0.289
C (1.59, 0.44, -0.01)  -0.075
H (-2.69, -0.71, 1.89)  0.109
H (-2.09, 0.92, 1.61)  0.121
H (-0.65, -1.22, 3.26)  0.075
H (-1.47, 0.22, 3.89)  0.070
H (0.00, 0.38, 2.91)  0.074
H (-0.99, -4.08, -1.37)  0.107
H (0.21, -3.57, -2.54)  0.112
H (-2.54, -2.23, -2.36)  0.078
H (-2.17, -3.56, -3.47)  0.079
H (-1.33, -2.00, -3.60)  0.054
H (1.93, -1.49, -0.93)  0.103
H (2.83, -1.20, 0.53)  0.120
H (0.73, 0.67, -0.63)  0.070
H (2.45, 0.95, -0.45)  0.079
H (1.42, 0.86, 0.99)  0.074
O (-1.46, 2.24, 6.47)  -0.216
P (-2.07, 3.63, 6.65)  0.749
O (-1.71, 3.74, 8.26)  -0.245
C (-0.35, 3.94, 8.63)  -0.293
C (0.12, 5.35, 8.28)  -0.081
O (-3.62, 3.04, 6.77)  -0.263
C (-4.04, 1.99, 5.90)  -0.297
C (-4.10, 0.68, 6.66)  -0.076
O (-2.75, 5.20, 6.76)  -0.264
C (-3.96, 5.53, 7.45)  -0.282
C (-3.83, 5.55, 8.96)  -0.072
H (0.29, 3.19, 8.16)  0.106
H (-0.29, 3.80, 9.71)  0.122
H (0.11, 5.50, 7.20)  0.070
H (1.13, 5.52, 8.65)  0.079
H (-0.55, 6.10, 8.72)  0.072
H (-3.38, 1.92, 5.03)  0.091
H (-5.04, 2.25, 5.53)  0.117
H (-3.17, 0.48, 7.19)  0.073
H (-4.31, -0.16, 5.98)  0.075
H (-4.89, 0.72, 7.41)  0.078
H (-4.80, 4.91, 7.13)  0.110
H (-4.21, 6.54, 7.13)  0.119
H (-3.77, 4.53, 9.37)  0.074
H (-4.70, 6.02, 9.41)  0.083
H (-2.93, 6.09, 9.27)  0.071

***

Entry 3:
The following is a DFT calculation (the ωB97M-V functional and the def2-TZVPD basis) of a structure of composition C3HIO2S in a non-equilibrium geometry.

The calculation puts the total energy at -26151.59547 eV. Its energy above the lowest of the compared OMol25 structures with the same formula, charge and spin is 562.84 kJ/mol. For the HOMO energy (spin up / spin down), the calculation gives -8.7 / -8.7 eV. Its max |F| is 0.130 Eh/bohr.

Each line ends with the natural charge from an NBO analysis.
Atoms and positions in Å:
C (-0.41, -1.42, 0.42)  -0.737
C (0.93, -0.14, -1.14)  0.167
C (-0.22, 1.48, 0.02)  0.625
O (-0.76, 2.52, 0.32)  -0.511
O (0.79, 1.07, -0.72)  -0.541
S (-0.97, 0.09, 0.97)  0.242
I (1.70, -1.63, 0.38)  0.515
H (-1.06, -1.97, -0.25)  0.239